Arrangement A

The following is a DFT calculation (ωB97M-V/def2-TZVPD) of a single C3H7NOS molecule.

CARTESIAN COORDINATES (ANGSTROEM)
N -0.413 0.968 0.992
C -0.401 -0.050 0.030
C -0.575 -1.406 0.834
O 0.289 -2.338 0.828
C 0.861 -0.224 -0.755
S 1.342 1.420 -1.389
H -1.019 1.724 0.724
H 0.458 1.307 1.355
H -1.358 0.027 -0.585
H -1.521 -1.581 1.485
H 1.604 -0.715 -0.110
H 0.657 -0.925 -1.546
H 0.074 1.795 -1.863

Computed properties:
Charge = 0
E_HOMO = -9.237 eV

Atom charges from the Löwdin analysis, given in e for atoms 1 to 6:
1 N 0.02
2 C -0.52
3 C -0.15
4 O -0.02
5 C -0.54
6 S 0.69

Arrangement B

The following is a DFT calculation (ωB97M-V/def2-TZVPD) of a single C3H7NOS molecule.

CARTESIAN COORDINATES (ANGSTROEM)
N 0.159 -0.720 -1.380
C 0.126 -0.467 0.082
C 1.574 -0.722 0.636
O 1.698 -1.237 1.714
C -0.357 0.922 0.489
S -2.180 0.932 0.729
H -0.047 0.168 -1.818
H -0.541 -1.376 -1.686
H -0.429 -1.294 0.516
H 2.431 -0.248 0.128
H -0.109 1.663 -0.271
H 0.179 1.166 1.404
H -2.503 1.213 -0.544

Computed properties:
Charge = 0
E_HOMO = -9.156 eV

Atom charges from the Löwdin analysis, given in e for atoms 1 to 6:
1 N 0.04
2 C -0.44
3 C -0.22
4 O 0.05
5 C -0.51
6 S 0.71

Of all the structures shown, which is most stable? arrangement B, and arrangement A is the least stable.